Computed, not measured: a molecular structure, C48H54BrN3O2P2S3SiTi at a distorted geometry, with ωB97M-V with the def2-TZVPD basis set.

CARTESIAN COORDINATES (ANGSTROEM)
Ti1 0.213 -0.999 0.400
C1 -1.595 -1.825 -4.454
C2 -1.510 -2.239 -2.989
S1 0.093 -1.757 -2.285
C3 1.006 -3.324 -2.081
C4 1.984 -3.649 -3.209
S2 2.997 -2.257 -3.771
C5 2.377 -1.931 -5.446
C6 0.984 -1.326 -5.583
S3 -0.340 -2.582 -5.511
H1 -1.558 -0.740 -4.559
H2 -2.555 -2.161 -4.850
H3 -1.623 -3.315 -2.867
H4 -2.297 -1.754 -2.408
H5 0.270 -4.121 -1.966
H6 1.540 -3.244 -1.133
H7 1.447 -4.035 -4.071
H8 2.660 -4.425 -2.849
H9 2.478 -2.840 -6.040
H10 3.107 -1.218 -5.834
H11 0.911 -0.845 -6.560
H12 0.813 -0.578 -4.809
C7 -2.257 1.381 -1.522
N1 -0.947 2.093 -1.423
P1 -0.196 1.621 0.030
C8 1.164 2.760 0.370
C9 2.278 2.326 1.082
C10 3.233 3.237 1.510
C11 3.076 4.586 1.225
C12 1.951 5.026 0.537
C13 0.992 4.120 0.122
C14 -1.397 2.200 1.267
C15 -2.312 3.212 0.988
C16 -3.116 3.713 2.001
C17 -3.003 3.218 3.293
C18 -2.081 2.219 3.576
C19 -1.284 1.714 2.562
P2 -0.245 1.991 -3.073
C20 -1.518 2.974 -3.933
C21 -1.632 2.748 -5.303
C22 -2.505 3.506 -6.072
C23 -3.281 4.486 -5.473
C24 -3.180 4.712 -4.106
C25 -2.301 3.964 -3.340
C26 1.138 3.172 -3.173
C27 2.327 2.654 -3.683
C28 3.421 3.478 -3.919
C29 3.322 4.837 -3.660
C30 2.123 5.372 -3.201
C31 1.035 4.548 -2.971
H13 -2.707 1.261 -0.540
H14 -2.134 0.391 -1.972
H15 -2.937 1.952 -2.147
H16 2.394 1.279 1.335
H17 4.092 2.898 2.075
H18 3.820 5.298 1.554
H19 1.819 6.081 0.333
H20 0.100 4.469 -0.383
H21 -2.395 3.611 -0.014
H22 -3.830 4.495 1.782
H23 -3.631 3.612 4.080
H24 -1.988 1.838 4.584
H25 -0.563 0.938 2.789
H26 -1.028 1.982 -5.777
H27 -2.580 3.327 -7.137
H28 -3.965 5.074 -6.069
H29 -3.786 5.477 -3.638
H30 -2.221 4.151 -2.275
H31 2.370 1.604 -3.949
H32 4.335 3.071 -4.335
H33 4.166 5.487 -3.848
H34 2.034 6.439 -3.044
H35 0.095 4.981 -2.651
N2 2.980 0.153 -1.074
C32 2.030 -0.349 -0.677
H36 3.821 0.549 -1.452
Br1 -7.088 -1.908 0.366
C33 -5.492 -2.751 0.891
C34 -5.533 -4.000 1.497
C35 -4.353 -4.627 1.878
C36 -3.131 -4.023 1.637
C37 -3.110 -2.765 1.042
C38 -4.284 -2.114 0.672
C39 -1.837 -2.114 0.750
O1 -1.688 -0.833 0.881
O2 -0.805 -2.723 0.340
H37 -6.486 -4.480 1.669
H38 -4.395 -5.595 2.358
H39 -2.208 -4.513 1.916
H40 -4.255 -1.132 0.220
C40 -0.661 -1.107 4.260
Si1 1.125 -1.100 3.725
C41 1.990 0.489 4.108
C42 2.025 -2.513 4.507
N3 1.193 -1.369 1.901
C43 2.038 -2.478 1.477
C44 1.551 -3.785 1.528
C45 2.341 -4.841 1.102
C46 3.629 -4.605 0.637
C47 4.143 -3.314 0.646
C48 3.357 -2.259 1.077
H41 -0.890 -0.235 4.875
H42 -0.841 -1.991 4.876
H43 -1.378 -1.121 3.439
H44 2.106 0.556 5.193
H45 1.451 1.379 3.778
H46 2.992 0.510 3.674
H47 2.089 -2.307 5.579
H48 3.042 -2.636 4.132
H49 1.500 -3.462 4.385
H50 0.557 -3.970 1.909
H51 1.955 -5.850 1.145
H52 4.241 -5.429 0.295
H53 5.164 -3.133 0.336
H54 3.773 -1.262 1.146

Its multiplicity is 1. For the total energy, the calculation gives -211327.3022 eV. As for the charge: +2. Its LUMO energy is -6.5 eV. The HOMO-LUMO gap is 6.4 eV.

Atomic partial charges in e from the Mulliken method, atoms 1 to 4: Ti 0.239; C -0.380; C -1.018; S 0.629

Computed, not measured: 9 unconnected molecules or ions with the total composition C48H54N6O21 at a distorted geometry, with ωB97M-V with the def2-TZVPD basis set.

CARTESIAN COORDINATES (ANGSTROEM)
O1 -2.270 -3.286 1.444
N1 -1.115 -3.002 1.700
O2 -0.224 -3.658 1.269
C1 -0.884 -1.834 2.560
C2 -1.956 -1.102 3.070
C3 -1.824 0.075 3.754
C4 -0.583 0.605 3.934
C5 0.531 -0.146 3.445
C6 0.369 -1.312 2.750
H1 -2.980 -1.362 2.846
H2 -2.741 0.511 4.120
H3 -0.410 1.444 4.591
H4 1.510 0.195 3.749
H5 1.216 -1.866 2.375
O3 7.738 2.523 -2.204
N2 8.614 1.867 -1.637
O4 9.809 2.044 -1.716
C7 8.160 0.844 -0.696
C8 9.055 0.166 0.181
C9 8.553 -0.775 1.074
C10 7.207 -1.048 1.132
C11 6.332 -0.383 0.267
C12 6.808 0.549 -0.622
H6 10.101 0.410 0.287
H7 9.250 -1.164 1.802
H8 6.783 -1.711 1.871
H9 5.319 -0.742 0.160
H10 6.135 1.055 -1.298
O5 -6.598 -1.472 3.357
N3 -6.169 -0.328 3.476
O6 -5.907 0.108 4.594
C13 -6.147 0.460 2.169
C14 -5.107 1.325 1.835
C15 -5.226 2.023 0.670
C16 -6.250 1.846 -0.210
C17 -7.349 1.073 0.133
C18 -7.241 0.274 1.266
H11 -4.412 1.449 2.652
H12 -4.625 2.880 0.406
H13 -6.321 2.380 -1.146
H14 -8.161 1.067 -0.580
H15 -7.981 -0.493 1.443
O7 -4.339 -2.925 -2.284
N4 -5.280 -2.183 -2.658
O8 -5.282 -1.603 -3.774
C19 -6.490 -2.168 -1.854
C20 -7.542 -1.364 -2.221
C21 -8.827 -1.593 -1.669
C22 -8.900 -2.495 -0.678
C23 -7.903 -3.232 -0.240
C24 -6.628 -3.064 -0.771
H16 -7.389 -0.516 -2.872
H17 -9.702 -1.070 -2.027
H18 -9.867 -2.423 -0.202
H19 -8.061 -3.879 0.610
H20 -5.830 -3.757 -0.548
O9 2.174 -1.784 -1.021
N5 1.779 -0.856 -0.473
O10 2.484 -0.262 0.257
C25 0.361 -0.439 -0.721
C26 -0.382 0.367 0.191
C27 -1.804 0.590 -0.026
C28 -2.410 0.094 -1.171
C29 -1.719 -0.671 -2.114
C30 -0.376 -1.016 -1.801
H21 -0.005 0.807 1.102
H22 -2.397 1.053 0.749
H23 -3.471 0.219 -1.326
H24 -2.416 -1.024 -2.859
H25 0.114 -1.632 -2.540
O11 2.368 5.014 1.843
N6 2.706 3.855 1.613
O12 2.756 3.423 0.438
C31 3.156 2.992 2.708
C32 3.126 3.572 3.972
C33 3.555 2.855 5.079
C34 4.202 1.594 4.934
C35 4.310 1.016 3.619
C36 3.754 1.686 2.545
H26 2.646 4.528 4.119
H27 3.535 3.272 6.075
H28 4.501 0.962 5.757
H29 4.775 0.044 3.555
H30 3.987 1.331 1.552
C37 -4.883 8.227 -3.406
C38 -4.050 7.695 -2.140
O13 -3.947 6.255 -2.129
C39 -3.055 5.574 -2.838
O14 -2.395 5.924 -3.785
O15 -3.042 4.327 -2.210
C40 -1.925 3.556 -2.119
H31 -5.922 7.902 -3.469
H32 -4.505 7.793 -4.332
H33 -4.968 9.308 -3.516
H34 -4.502 8.006 -1.198
H35 -3.202 8.361 -2.304
H36 -1.101 4.175 -1.765
H37 -1.585 3.061 -3.028
H38 -2.140 2.854 -1.312
C41 6.188 -3.569 5.665
C42 6.664 -3.516 4.212
O16 5.783 -4.028 3.214
C43 4.758 -3.374 2.769
O17 4.411 -2.200 2.963
O18 4.162 -4.279 2.020
C44 2.960 -3.887 1.354
H39 6.396 -4.568 6.049
H40 5.120 -3.429 5.832
H41 6.752 -2.921 6.336
H42 7.626 -4.026 4.269
H43 6.945 -2.493 3.962
H44 2.200 -3.441 1.995
H45 2.789 -4.736 0.692
H46 3.158 -3.032 0.706
C45 3.683 -1.488 -5.378
C46 2.785 -2.284 -4.445
O19 1.482 -2.329 -4.892
C47 1.142 -3.019 -6.000
O20 1.956 -3.585 -6.778
O21 -0.146 -2.892 -6.224
C48 -0.779 -3.739 -7.114
H47 3.872 -2.135 -6.234
H48 4.603 -1.138 -4.909
H49 3.243 -0.580 -5.789
H50 2.745 -1.848 -3.447
H51 3.230 -3.279 -4.415
H52 -0.791 -3.387 -8.146
H53 -1.761 -3.945 -6.687
H54 -0.230 -4.679 -7.170

The structure (SMILES) is O=[N+]([O-])c1ccccc1.O=[N+]([O-])c1ccccc1.O=[N+]([O-])c1ccccc1.O=[N+]([O-])c1ccccc1.O=[N+]([O-])c1ccccc1.O=[N+]([O-])c1ccccc1.CCOC(=O)OC.CCOC(=O)OC.CCOC(=O)OC. Its multiplicity is 1. For the total energy, the calculation gives -102568.9436 eV. As for the charge: 0. Its LUMO energy is -1.1 eV. The HOMO-LUMO gap is 8.6 eV.

Atomic partial charges in e from the Mulliken method, atoms 1 to 4: O -0.645; N 1.210; O -0.612; C -0.279

Number 1: HOMO level -12.88 eV. Number 2: HOMO level -9.73 eV.